ORCA calculation (wB97M-V/def2-TZVPD) on a molecular structure, C20H27AsN3ORe at a distorted geometry.

XYZ file:
```
53
C20H27AsN3ORe, DFT wB97M-V/def2-TZVPD
Re 0.3156 0.4974 -0.0005
As 2.7697 0.6899 0.5589
O 0.7833 -0.6948 -1.5851
N -0.7538 0.9956 1.6994
N -0.8196 -1.1502 0.2344
N -0.7828 -2.0926 -0.7045
C -2.4133 0.1817 3.2207
C 1.3470 -2.7050 -3.5931
C 2.7526 2.6437 0.5203
C -2.6765 -2.2471 1.3917
C 4.1583 -1.3929 -0.9175
C 0.3555 -4.3973 -4.9883
C 3.8883 0.1075 -0.9384
C -1.4285 2.3444 3.5540
C -0.7965 -4.3877 -4.2058
C 2.6233 0.4144 3.4389
C 1.7655 3.0397 -0.5862
C -0.6700 2.1277 2.4174
C 3.4684 -0.0151 2.2417
C -1.6997 -1.1567 1.2296
C 1.4308 -3.5753 -4.6616
C -1.6349 0.0210 2.0925
C -0.8868 -3.5395 -3.1216
C -2.3068 1.3540 3.9689
C 0.1923 -2.6988 -2.8013
C 0.0701 -1.7986 -1.6771
H 3.3920 0.4204 -1.8582
H 3.7643 2.9976 0.3179
H 1.5075 4.0973 -0.5408
H 3.5281 -1.0996 2.1531
H 2.4583 3.0296 1.4963
H 3.0562 0.0079 4.3516
H -3.0974 -0.6014 3.5188
H 2.1641 2.8331 -1.5786
H -1.8017 -3.4825 -2.5489
H 4.4874 0.3756 2.3015
H -3.6990 -1.8770 1.2611
H -1.3283 3.2736 4.0979
H 0.0200 2.8853 2.0647
H -2.4924 -3.0274 0.6599
H 4.7554 -1.6800 -0.0530
H 2.3432 -3.6352 -5.2391
H 1.6015 0.0370 3.3567
H 4.8093 0.6870 -0.8323
H -1.6239 -5.0417 -4.4433
H 2.1723 -2.0429 -3.3640
H 2.6019 1.4999 3.5459
H 4.7234 -1.6661 -1.8077
H 3.2323 -1.9703 -0.9162
H -2.6205 -2.6753 2.3967
H -2.9045 1.4863 4.8620
H 0.4126 -5.0473 -5.8506
H 0.7854 2.4859 -0.4961
```

ΔE to the lowest compared entry with this formula, charge and spin ... 0.583 eV
Net charge ... +3
Kohn-Sham gap (alpha / beta) ... 0.1617 / 0.1578 Ha
Multiplicity ... 4
E ... -3330.75978 a.u.
HOMO level (alpha / beta) ... -16.865 / -16.865 eV